No. 1
Density functional theory data (the ωB97M-V functional and the def2-TZVPD basis) for C14H10AsF6N2O3Pd as an isolated structure in a non-equilibrium geometry.

Values from the calculation:
* lowest unoccupied orbital energy (alpha / beta): -1.2 / -3.5 eV
* spin multiplicity: 4
* highest occupied orbital energy (alpha / beta): -8.916 / -8.980 eV

CARTESIAN COORDINATES (ANGSTROEM)
Pd (0.793, -1.497, -0.116)
O (-3.278, 2.106, -0.118)
C (-3.701, 1.201, -1.009)
C (-5.038, 1.275, -1.406)
C (-5.537, 0.416, -2.361)
C (-4.715, -0.537, -2.961)
C (-3.411, -0.660, -2.545)
C (-2.885, 0.185, -1.559)
C (-1.526, -0.091, -1.082)
O (-1.007, -1.219, -1.302)
N (-0.885, 0.907, -0.419)
N (0.366, 0.628, -0.153)
C (1.135, 1.460, 0.494)
C (2.532, 1.277, 0.583)
C (3.288, 2.222, 1.309)
C (4.652, 2.199, 1.310)
C (5.346, 1.226, 0.544)
C (4.668, 0.277, -0.152)
C (3.238, 0.221, -0.141)
O (2.669, -0.711, -0.782)
H (-2.315, 1.989, 0.009)
H (-5.663, 2.027, -0.943)
H (-6.578, 0.485, -2.648)
H (-5.104, -1.182, -3.737)
H (-2.760, -1.413, -2.968)
H (0.703, 2.370, 0.907)
H (2.757, 2.976, 1.876)
H (5.209, 2.926, 1.884)
H (6.427, 1.242, 0.515)
H (5.177, -0.487, -0.723)
F (0.946, -3.517, 0.796)
As (0.775, -3.171, 2.609)
F (0.551, -1.385, 2.229)
F (2.461, -2.821, 2.542)
F (0.615, -2.774, 4.259)
F (1.002, -4.826, 2.929)
F (-0.911, -3.321, 2.329)



No. 2
Density functional theory data (the ωB97M-V functional and the def2-TZVPD basis) for C13H23I2OP2PtS as an isolated structure in a non-equilibrium geometry.

Values from the calculation:
* total charge: +3
* lowest unoccupied orbital energy (alpha / beta): -11.6 / -13.2 eV
* spin multiplicity: 5
* highest occupied orbital energy (alpha / beta): -18.634 / -18.649 eV

CARTESIAN COORDINATES (ANGSTROEM)
I (-0.111, -1.557, -5.068)
I (-0.087, 1.138, -3.412)
Pt (-0.114, -0.124, -0.989)
P (-2.430, -0.529, -1.158)
C (-3.319, 1.009, -0.779)
C (-2.994, -1.084, -2.781)
H (-4.059, -1.352, -2.718)
H (-4.178, -1.855, -0.146)
H (-2.397, -1.952, -3.084)
H (-2.630, -2.740, -0.208)
H (-3.043, 1.776, -1.512)
H (-2.836, -0.296, -3.523)
C (-3.092, -1.768, -0.003)
H (-4.402, 0.829, -0.825)
H (-2.876, -1.499, 1.036)
H (-3.046, 1.368, 0.222)
P (2.224, -0.443, -1.093)
C (3.037, 1.116, -0.642)
C (2.932, -1.691, 0.019)
H (2.297, -1.806, -3.074)
H (3.908, -1.087, -2.685)
H (2.602, -0.107, -3.453)
C (2.824, -0.905, -2.737)
H (2.436, -2.653, -0.145)
H (4.003, -1.800, -0.196)
H (4.129, 0.991, -0.684)
H (2.736, 1.397, 0.375)
H (2.795, -1.407, 1.067)
H (2.732, 1.910, -1.334)
C (-0.149, 1.707, -0.489)
O (-0.162, 2.841, -0.261)
S (-0.085, -1.322, 1.260)
C (0.108, -0.114, 2.483)
C (1.254, -0.091, 3.310)
C (1.432, 0.968, 4.198)
C (0.465, 1.979, 4.286)
C (-0.706, 1.912, 3.521)
C (-0.890, 0.861, 2.632)
H (1.983, -0.891, 3.196)
H (2.338, 0.988, 4.808)
H (0.630, 2.814, 4.964)
H (-1.474, 2.678, 3.598)
H (-1.786, 0.790, 2.023)



No. 3
Density functional theory data (the ωB97M-V functional and the def2-TZVPD basis) for a 2-piece molecular cluster, C3H9N3 overall in a non-equilibrium geometry.

Values from the calculation:
* lowest unoccupied orbital energy: 0.9 eV
* SMILES string: [H]/N=C/N.C=NC
* highest occupied orbital energy: -9.258 eV

CARTESIAN COORDINATES (ANGSTROEM)
C (-0.434, -2.210, -1.091)
C (-1.963, -0.469, -0.986)
N (-1.094, -1.096, -0.310)
H (-0.123, -1.803, -2.051)
H (0.423, -2.483, -0.484)
H (-1.187, -2.984, -1.183)
H (-2.563, 0.262, -0.450)
H (-2.015, -0.472, -2.079)
N (1.015, 2.324, 0.460)
C (1.296, 1.320, 1.338)
N (2.212, 1.269, 2.220)
H (0.140, 2.394, -0.016)
H (1.397, 3.186, 0.825)
H (0.733, 0.392, 1.147)
H (2.162, 0.369, 2.661)



No. 4
Density functional theory data (the ωB97M-V functional and the def2-TZVPD basis) for a 9-piece molecular cluster, C24H37F15N4O18 overall in a non-equilibrium geometry.

Values from the calculation:
* lowest unoccupied orbital energy: -0.2 eV
* SMILES string: CCOC(=O)C(F)(F)F.CCOC(=O)C(F)(F)F.CCOC(=O)C(F)(F)F.CCOC(=O)C(F)(F)F.CCOC(=O)C(F)(F)F.C[N+](=O)[O-].C[N+](=O)[O-].C[N+](=O)[O-].C[N+](=O)[O-]
* highest occupied orbital energy: -11.210 eV

CARTESIAN COORDINATES (ANGSTROEM)
C (0.473, -1.925, -2.763)
N (0.255, -1.192, -4.037)
O (0.494, -1.712, -5.097)
O (-0.038, -0.011, -3.924)
H (-0.018, -1.387, -1.961)
H (1.548, -1.910, -2.604)
H (-0.073, -2.862, -2.841)
C (-2.595, 4.788, -0.500)
N (-1.138, 4.544, -0.471)
O (-0.513, 4.776, 0.557)
O (-0.579, 4.075, -1.454)
H (-2.740, 5.865, -0.517)
H (-2.925, 4.276, 0.399)
H (-2.979, 4.348, -1.413)
C (-5.277, 0.323, -2.143)
N (-4.747, 1.576, -1.536)
O (-5.261, 2.008, -0.540)
O (-3.709, 2.015, -2.020)
H (-5.094, 0.213, -3.208)
H (-6.356, 0.433, -2.045)
H (-4.958, -0.557, -1.598)
C (-0.270, 1.236, -0.524)
N (-0.321, -0.068, 0.219)
O (0.670, -0.741, 0.336)
O (-1.436, -0.431, 0.576)
H (-0.343, 2.120, 0.095)
H (-1.134, 1.095, -1.176)
H (0.555, 1.127, -1.225)
C (-2.501, -0.680, 5.955)
C (-3.311, -0.935, 4.697)
O (-3.632, 0.182, 3.878)
C (-2.784, 1.073, 3.420)
O (-1.600, 1.103, 3.599)
C (-3.478, 2.121, 2.494)
F (-4.805, 2.076, 2.621)
F (-2.969, 3.332, 2.741)
F (-3.203, 1.809, 1.229)
H (-1.716, 0.066, 5.820)
H (-2.042, -1.610, 6.280)
H (-3.150, -0.222, 6.703)
H (-4.213, -1.432, 5.052)
H (-2.789, -1.659, 4.067)
C (2.237, 2.692, -4.075)
C (3.192, 2.399, -5.253)
O (4.495, 2.187, -4.721)
C (5.476, 2.301, -5.582)
O (5.373, 2.390, -6.774)
C (6.872, 2.296, -4.918)
F (7.512, 1.146, -5.149)
F (7.709, 3.254, -5.284)
F (6.714, 2.344, -3.563)
H (2.589, 3.583, -3.552)
H (2.137, 1.792, -3.474)
H (1.309, 3.056, -4.517)
H (3.055, 3.266, -5.898)
H (2.747, 1.551, -5.772)
C (3.600, -1.723, 2.833)
C (2.930, -2.762, 1.952)
O (2.587, -3.901, 2.755)
C (3.435, -4.963, 2.742)
O (4.398, -5.029, 2.054)
C (3.012, -6.084, 3.699)
F (3.137, -7.233, 3.012)
F (3.863, -6.232, 4.736)
F (1.798, -5.943, 4.183)
H (2.934, -1.006, 3.318)
H (4.318, -1.082, 2.318)
H (4.149, -2.152, 3.674)
H (3.563, -2.950, 1.086)
H (2.032, -2.314, 1.533)
C (3.492, 1.823, 1.282)
C (3.876, 2.397, -0.108)
O (4.713, 1.543, -0.811)
C (4.170, 0.453, -1.380)
O (3.034, 0.111, -1.290)
C (5.217, -0.430, -2.089)
F (6.452, -0.057, -1.797)
F (4.970, -1.701, -1.794)
F (5.062, -0.213, -3.400)
H (2.673, 1.106, 1.261)
H (3.160, 2.637, 1.930)
H (4.358, 1.377, 1.772)
H (4.302, 3.401, -0.107)
H (2.933, 2.599, -0.635)
C (-4.271, -3.997, 0.403)
C (-4.118, -2.479, 0.659)
O (-5.022, -2.095, 1.675)
C (-6.072, -1.307, 1.527)
O (-6.327, -0.725, 0.506)
C (-6.948, -1.289, 2.753)
F (-6.685, -2.322, 3.567)
F (-6.842, -0.197, 3.517)
F (-8.226, -1.321, 2.358)
H (-3.566, -4.378, -0.334)
H (-5.252, -4.264, 0.007)
H (-4.157, -4.477, 1.374)
H (-4.335, -1.939, -0.259)
H (-3.065, -2.383, 0.911)



No. 5
Density functional theory data (the ωB97M-V functional and the def2-TZVPD basis) for one molecule with the formula C5H10N2O3 in a non-equilibrium geometry.

Values from the calculation:
* lowest unoccupied orbital energy: 0.5 eV
* SMILES string: NC(=O)CC[C@H](N)C(=O)O
* highest occupied orbital energy: -9.599 eV

CARTESIAN COORDINATES (ANGSTROEM)
C (-0.719, 0.715, -0.612)
C (-1.071, 2.234, -0.586)
C (-0.863, -0.202, 0.596)
C (-0.212, -1.613, 0.456)
C (1.292, -1.827, 0.072)
H (1.362, 0.495, -0.490)
H (0.782, -0.238, -1.654)
H (-1.293, 0.294, -1.448)
H (-0.492, 0.342, 1.500)
H (-1.866, -0.183, 1.029)
H (-0.379, -2.202, 1.275)
H (-0.767, -2.213, -0.343)
H (3.088, -1.129, 0.657)
H (1.845, -0.432, 1.523)
H (-2.469, 3.272, 0.166)
N (0.625, 0.635, -1.210)
N (2.071, -1.183, 0.953)
O (-0.522, 3.068, -1.231)
O (1.632, -2.246, -0.991)
O (-2.045, 2.412, 0.338)



No. 6
Density functional theory data (the ωB97M-V functional and the def2-TZVPD basis) for C21H28AuClF3N2O5S as an isolated structure in a non-equilibrium geometry.

Values from the calculation:
* total charge: -1
* lowest unoccupied orbital energy (alpha / beta): 2.4 / 0.9 eV
* spin multiplicity: 3
* highest occupied orbital energy (alpha / beta): -2.792 / -5.846 eV

CARTESIAN COORDINATES (ANGSTROEM)
Au (0.202, 1.058, -1.128)
Cl (2.436, 1.446, -1.313)
N (1.444, -1.543, -0.327)
N (-1.554, 1.617, 0.029)
C (1.926, -1.743, -1.522)
C (-2.709, 1.576, -0.574)
C (2.456, -1.973, 0.654)
C (3.592, -2.503, -0.232)
C (1.871, -3.053, 1.547)
C (2.913, -0.805, 1.491)
H (1.555, -3.917, 0.945)
H (1.005, -2.666, 2.099)
H (2.635, -3.381, 2.263)
H (3.384, -0.047, 0.856)
H (3.634, -1.158, 2.238)
H (2.067, -0.336, 1.999)
C (-1.737, 2.067, 1.418)
C (-3.252, 2.206, 1.514)
C (-1.051, 3.399, 1.642)
C (-1.231, 1.032, 2.411)
H (-1.607, 0.042, 2.132)
H (-1.605, 1.308, 3.404)
H (-0.139, 1.050, 2.426)
H (-1.380, 4.120, 0.884)
H (0.035, 3.263, 1.611)
H (-1.332, 3.762, 2.640)
O (-3.753, 1.864, 0.183)
H (-3.585, 3.228, 1.727)
H (-3.718, 1.506, 2.220)
O (3.131, -2.301, -1.587)
H (3.772, -3.578, -0.111)
H (4.517, -1.925, -0.121)
C (1.223, -1.421, -2.809)
C (-2.916, 1.200, -1.977)
C (-2.276, -0.143, -2.049)
H (-2.371, 1.934, -2.603)
H (-3.978, 1.198, -2.224)
C (-0.853, -0.228, -2.020)
C (-0.232, -1.426, -2.499)
H (-0.006, 1.357, -2.681)
C (-0.970, -2.603, -2.469)
C (-2.319, -2.536, -2.137)
C (-0.296, -3.925, -2.696)
C (-3.008, -1.321, -1.970)
H (-2.883, -3.453, -2.069)
C (-4.461, -1.282, -1.635)
H (-4.829, -2.301, -1.514)
H (-5.054, -0.803, -2.424)
H (-4.652, -0.741, -0.696)
H (0.284, -3.934, -3.623)
H (-1.059, -4.700, -2.763)
H (0.384, -4.190, -1.874)
H (1.516, -2.177, -3.549)
H (1.552, -0.420, -3.116)
F (3.900, 5.108, 2.754)
C (2.779, 4.402, 2.455)
F (1.801, 4.770, 3.330)
F (2.371, 4.760, 1.207)
S (3.082, 2.556, 2.551)
O (4.168, 2.342, 1.603)
O (3.400, 2.346, 3.952)
O (1.781, 2.015, 2.128)



No. 7
Density functional theory data (the ωB97M-V functional and the def2-TZVPD basis) for C14H24ClIrN5O6 as an isolated structure in a non-equilibrium geometry.

Values from the calculation:
* total charge: +1
* lowest unoccupied orbital energy (alpha / beta): -5.0 / -6.8 eV
* spin multiplicity: 5
* highest occupied orbital energy (alpha / beta): -9.330 / -11.988 eV

CARTESIAN COORDINATES (ANGSTROEM)
O (1.362, 2.572, -2.543)
H (1.681, 2.664, -3.447)
Ir (0.270, 0.067, -0.599)
N (-0.779, 1.772, -0.352)
N (1.325, 1.166, 0.786)
N (-0.603, -1.518, -1.427)
N (1.237, -1.568, 0.209)
O (-2.005, 1.846, -0.533)
O (-1.766, -1.406, -2.130)
O (2.181, -1.543, 1.142)
O (2.248, 0.799, 1.633)
C (1.073, 2.506, 0.797)
C (-0.045, 2.864, 0.030)
C (-0.165, -2.762, -1.188)
C (0.845, -2.800, -0.206)
C (-0.497, 4.244, -0.290)
H (-0.176, 4.537, -1.302)
H (-0.039, 4.953, 0.408)
H (-1.587, 4.324, -0.221)
C (1.947, 3.368, 1.643)
H (3.002, 3.290, 1.318)
H (1.922, 3.063, 2.710)
H (1.652, 4.431, 1.583)
C (-0.791, -3.952, -1.806)
C (1.394, -4.039, 0.414)
H (-1.248, -3.713, -2.774)
H (-1.565, -4.410, -1.169)
H (-0.032, -4.730, -1.964)
H (1.974, -3.849, 1.322)
H (2.062, -4.591, -0.263)
H (0.599, -4.749, 0.687)
H (-1.640, -0.453, -2.514)
H (2.270, -0.454, 1.399)
C (2.128, 0.473, -1.708)
H (2.408, 1.528, -1.743)
H (1.787, 0.110, -2.678)
H (2.962, -0.166, -1.349)
O (-0.469, 0.791, -2.461)
H (0.665, 1.915, -2.581)
H (-0.351, 0.670, -3.428)
Cl (-4.993, -1.379, 1.327)
C (-3.396, -0.921, 1.791)
C (-3.019, -0.872, 3.131)
C (-1.708, -0.541, 3.415)
C (-0.813, -0.311, 2.373)
N (-1.187, -0.329, 1.087)
C (-2.466, -0.614, 0.789)
H (-3.762, -1.089, 3.903)
H (-1.324, -0.458, 4.434)
H (0.225, -0.083, 2.588)
H (-2.792, -0.650, -0.241)



No. 8
Density functional theory data (the ωB97M-V functional and the def2-TZVPD basis) for C17H16Cl5GeN3STi as an isolated structure in a non-equilibrium geometry.

Values from the calculation:
* total charge: -1
* lowest unoccupied orbital energy (alpha / beta): 2.2 / 1.9 eV
* spin multiplicity: 4
* highest occupied orbital energy (alpha / beta): -3.443 / -4.030 eV

CARTESIAN COORDINATES (ANGSTROEM)
Ti (-0.477, 0.227, 0.173)
Cl (1.961, 0.648, -0.530)
C (2.462, 1.990, 0.494)
C (3.818, 2.090, 0.733)
C (4.286, 3.131, 1.522)
C (3.380, 4.040, 2.044)
C (2.029, 3.907, 1.775)
Cl (0.958, 5.090, 2.474)
C (1.487, 2.877, 0.983)
S (-0.202, 2.730, 0.630)
H (4.490, 1.359, 0.305)
H (5.343, 3.231, 1.729)
H (3.711, 4.861, 2.666)
C (-3.322, 0.985, -3.180)
C (-4.081, 1.349, -1.942)
C (-5.362, 1.852, -2.003)
C (-6.060, 2.211, -0.849)
C (-5.455, 2.070, 0.399)
C (-4.174, 1.573, 0.518)
C (-3.507, 1.442, 1.851)
C (-3.438, 1.177, -0.663)
N (-2.238, 0.674, -0.564)
H (-3.964, 1.043, -4.060)
H (-2.900, -0.020, -3.108)
H (-2.470, 1.655, -3.318)
H (-5.833, 1.971, -2.973)
H (-7.067, 2.603, -0.922)
H (-5.994, 2.363, 1.293)
H (-4.169, 1.782, 2.649)
H (-2.584, 2.026, 1.887)
H (-3.221, 0.403, 2.049)
Cl (2.083, -2.505, -2.218)
Ge (-0.158, -2.045, -2.416)
Cl (-0.609, -2.320, -0.049)
Cl (-0.807, -4.151, -3.002)
N (1.212, -0.987, 4.006)
C (0.676, 0.208, 4.434)
C (0.094, 0.762, 3.341)
N (0.219, -0.096, 2.268)
C (0.898, -1.136, 2.701)
H (1.732, -1.644, 4.558)
H (0.780, 0.556, 5.445)
H (-0.393, 1.714, 3.218)
H (1.169, -1.994, 2.109)